Here is a cluster of 3 separate species, C32H59F3N4O9P in total in a non-equilibrium geometry from the OMol25 dataset. Energies are from the ωB97M-V functional and the def2-TZVPD basis.

Each line ends with the Mulliken charge.
Atoms and positions in Å:
C1 -3.2693 1.2797 2.7802  -1.116
C2 -2.4070 2.4294 3.3265  -0.416
N1 -0.9463 2.2017 3.2211  -0.682
N2 -0.2572 2.6483 2.0336  1.461
C3 0.7988 1.5934 1.7788  -1.796
C4 1.7631 1.3137 2.9602  -0.796
P1 3.4995 1.1258 2.4652  0.494
O1 4.3080 0.5096 3.5224  -0.852
O2 3.9390 2.5853 2.0114  -0.246
C5 5.2883 2.6789 1.4487  -0.354
C6 5.2985 3.5650 0.2057  -0.855
O3 3.3886 0.2965 1.0989  -0.080
C7 3.3985 -1.1511 1.1996  -0.192
C8 3.3427 -1.7349 -0.2157  -0.877
C9 -1.1185 2.6983 0.8033  -1.764
C10 -0.4177 3.1493 -0.4792  0.534
C11 -1.4968 3.6092 -1.5123  -1.457
C12 -1.6768 2.6709 -2.7433  -0.722
C13 -3.0121 1.9014 -2.7405  -1.400
C14 -3.1050 0.6905 -1.7901  0.033
C15 -1.8933 -0.2600 -1.7368  0.016
C16 -2.3046 -1.6130 -1.1085  -0.508
C17 -1.1595 -2.6544 -1.0983  -1.172
C18 -0.4513 -2.8417 0.2544  0.433
O4 -1.3576 -2.7667 1.3436  -0.416
C19 -0.6903 -2.7230 2.5817  -0.258
N3 0.6044 4.2060 -0.3276  0.311
C20 1.6521 3.9578 -1.3371  -0.980
C21 1.2454 4.3460 0.9611  -0.136
O5 1.8228 5.6643 1.0633  -0.511
C22 1.2034 6.6189 0.4259  0.593
N4 0.6792 7.4447 -0.1111  -0.469
C23 0.4046 3.9945 2.2301  0.146
C24 -0.5513 5.0985 2.7840  0.142
F1 -1.5923 5.3405 1.9912  -0.224
F2 0.0956 6.2223 2.9358  -0.264
F3 -1.0044 4.7966 3.9839  -0.263
H1 -4.3183 1.4537 3.0532  0.476
H2 -2.9693 0.3366 3.2508  0.366
H3 -3.2392 1.1929 1.6892  0.131
H4 -2.5972 2.5005 4.4066  0.479
H5 -2.7093 3.3988 2.9277  0.324
H6 -0.8127 1.1955 3.2898  0.157
H7 1.3628 1.8510 0.8809  0.758
H8 0.2630 0.6692 1.5257  0.459
H9 1.6710 1.9992 3.8066  0.847
H10 1.5196 0.3165 3.3578  0.372
H11 5.9312 3.0976 2.2313  0.412
H12 5.6833 1.6842 1.2179  0.332
H13 4.4530 4.2562 0.2170  0.016
H14 5.2828 2.9796 -0.7229  0.282
H15 6.2320 4.1419 0.1921  0.410
H16 4.2949 -1.4829 1.7310  0.426
H17 2.5229 -1.4915 1.7700  0.142
H18 2.7965 -2.6828 -0.2237  -0.016
H19 2.8294 -1.0086 -0.8618  0.281
H20 4.3499 -1.8670 -0.6283  0.390
H21 -1.9965 3.3171 0.9759  1.177
H22 -1.4758 1.6771 0.6329  -0.254
H23 0.0477 2.2568 -0.9271  0.717
H24 -2.4712 3.7276 -1.0218  0.608
H25 -1.1814 4.6017 -1.8502  0.523
H26 -0.8353 1.9729 -2.8359  0.397
H27 -1.6569 3.2831 -3.6552  0.458
H28 -3.2908 1.6064 -3.7585  0.377
H29 -3.7791 2.6212 -2.4143  0.404
H30 -3.3608 1.0113 -0.7651  -0.187
H31 -3.9604 0.0865 -2.1288  0.609
H32 -1.4820 -0.4448 -2.7395  0.478
H33 -1.0879 0.1795 -1.1215  -0.414
H34 -2.6740 -1.4139 -0.0971  0.415
H35 -3.1287 -1.9925 -1.7224  0.150
H36 -1.5397 -3.6247 -1.4347  0.278
H37 -0.3946 -2.3398 -1.8236  0.447
H38 0.3665 -2.1057 0.3701  -0.395
H39 0.0242 -3.8386 0.2695  0.375
H40 0.0950 -3.4946 2.6458  0.176
H41 -0.1913 -1.7468 2.7377  -0.084
H42 -1.4146 -2.8894 3.3835  0.278
H43 1.1773 3.9131 -2.3256  0.344
H44 2.3729 4.7808 -1.3439  0.400
H45 2.1621 2.9961 -1.1663  0.230
H46 2.1384 3.7074 1.0098  0.436
H47 1.1388 3.8847 3.0400  0.590
O6 2.2794 -5.5261 -1.9205  -0.591
C25 2.5088 -5.8623 -0.7977  0.374
O7 2.6262 -4.9563 0.2130  -0.167
C26 2.9979 -5.6210 1.4362  -0.418
C27 2.5637 -7.0694 1.2507  -0.568
C28 2.7333 -7.2587 -0.2561  -0.401
H48 4.0780 -5.5252 1.5641  0.304
H49 2.4975 -5.1268 2.2666  0.276
H50 3.1388 -7.7655 1.8567  0.368
H51 1.5117 -7.1771 1.5190  0.262
H52 3.7446 -7.5692 -0.5231  0.259
H53 2.0167 -7.9510 -0.6883  0.304
O8 -5.4929 -1.5531 -3.8295  -0.588
C29 -4.9209 -2.5343 -4.2056  0.577
O9 -3.5745 -2.5614 -4.3673  -0.319
C30 -3.1582 -3.8285 -4.9112  -0.400
C31 -4.2834 -4.7960 -4.5647  -0.496
C32 -5.5064 -3.8797 -4.5835  -0.462
H54 -3.0264 -3.7110 -5.9883  0.274
H55 -2.2040 -4.1018 -4.4664  0.291
H56 -4.3441 -5.6396 -5.2485  0.350
H57 -4.1349 -5.1881 -3.5572  0.244
H58 -5.9444 -3.7930 -5.5790  0.280
H59 -6.2760 -4.1705 -3.8742  0.312

Atoms 1-6, force components in eV/Å:
C -0.1 0.4 0.1
C -0.6 -0.2 0.3
N -0.4 0.1 0.5
N 0.2 -0.3 -0.6
C 0.8 -0.4 0.0
C -0.4 -0.2 -0.2

Frontier orbital gap = 10.067 eV
Charge = +1
2S+1 = 1
ΔE to the lowest compared entry with this formula, charge and spin = 0.0 kJ/mol


Here is a structure of composition C32H61BrN5O7 in a non-equilibrium geometry from the OMol25 dataset. Energies are from the ωB97M-V functional and the def2-TZVPD basis.

Each line ends with the Mulliken charge.
Atoms and positions in Å:
C1 3.2882 7.4232 -1.9297  -0.939
C2 3.8017 5.9555 -2.1760  0.665
O1 4.2794 5.3467 -1.2578  -0.509
O2 3.7458 5.3743 -3.4501  -0.300
C3 2.3791 5.1940 -3.8881  -0.571
C4 1.9689 3.6896 -4.0975  -0.850
C5 2.5002 2.7108 -2.9656  -0.029
C6 3.3639 1.5852 -3.6565  0.499
C7 2.5350 0.4385 -4.3568  -1.037
C8 1.4039 -0.1845 -3.4260  -0.776
C9 2.1156 -1.0144 -2.2608  0.744
C10 1.3218 -2.3180 -1.9088  -1.406
C11 2.0567 -3.2365 -0.8306  -0.379
C12 3.5074 -3.6747 -1.2402  -0.189
N1 3.7307 -3.6738 -2.7415  -0.542
C13 3.1691 -4.7161 -3.1406  0.604
O3 2.3831 -5.4610 -3.5188  -0.354
C14 4.6596 -2.9335 -0.4690  -0.876
O4 4.7371 -1.5570 -0.7723  -0.041
C15 5.8708 -0.9115 -0.1666  -0.888
C16 6.4396 0.1869 -1.1467  0.932
C17 7.7065 0.9119 -0.4963  -1.255
O5 6.7594 -0.3628 -2.4264  -0.597
N2 4.3736 -3.1872 0.9893  -0.324
C18 3.1572 -2.4650 1.2367  0.529
N3 3.1875 -1.6242 2.2487  0.151
C19 2.0514 -0.7995 2.7030  -0.566
C20 2.2281 0.7574 2.4054  0.074
C21 1.5713 1.6140 3.5701  -0.960
C22 0.1966 2.2263 3.0347  -1.144
C23 -0.8480 1.1285 2.6079  -0.013
C24 -1.2958 0.1519 3.7747  -0.344
O6 -2.6885 0.4134 4.1286  -0.390
C25 -3.5470 -0.3648 3.3328  0.574
C26 -3.8247 -0.0661 1.8136  -0.527
O7 -4.1081 -1.2899 3.8464  -0.490
N4 1.9267 -2.6102 0.5252  -0.204
Br1 0.9321 -3.8433 1.6003  0.080
H1 2.3772 7.4579 -1.2780  0.295
H2 2.9730 7.8271 -2.9376  0.319
H3 4.1354 8.0389 -1.5369  0.325
H4 1.6528 5.7128 -3.1966  0.337
H5 2.2886 5.7123 -4.8887  0.282
H6 0.8377 3.6671 -4.0607  0.251
H7 2.2498 3.3542 -5.1363  0.407
H8 3.1672 3.2783 -2.2517  0.169
H9 1.6459 2.3284 -2.3517  0.322
H10 3.9566 2.1014 -4.4713  0.623
H11 4.1499 1.1855 -2.9464  -1.193
H12 3.2863 -0.3539 -4.6549  0.409
H13 2.1056 0.8020 -5.3379  0.466
H14 0.8149 -0.8625 -4.1148  0.434
H15 0.6943 0.5876 -3.0384  0.395
H16 3.1542 -1.2124 -2.6543  0.077
H17 2.2599 -0.3534 -1.3543  -0.283
H18 1.1333 -2.9640 -2.8070  0.416
H19 0.2974 -2.0101 -1.5398  0.333
H20 1.4373 -4.1777 -0.8097  0.679
H21 3.6047 -4.7600 -0.9399  0.725
H22 5.6210 -3.4455 -0.7336  0.510
H23 6.6643 -1.6086 0.2140  0.495
H24 5.4693 -0.3206 0.7170  0.108
H25 5.6884 1.0118 -1.3294  -0.127
H26 8.4528 1.1734 -1.2986  0.339
H27 8.1437 0.1913 0.2483  0.323
H28 7.4301 1.8856 -0.0076  0.302
H29 6.6546 0.3187 -3.1127  0.392
H30 5.1370 -2.8419 1.5755  0.460
H31 4.0569 -1.5311 2.7830  0.355
H32 2.0252 -0.8907 3.8300  0.371
H33 1.0510 -1.1382 2.3483  -0.083
H34 3.3210 0.9852 2.2909  0.318
H35 1.6731 0.9516 1.4431  0.006
H36 1.3346 1.0223 4.4916  0.398
H37 2.2905 2.4307 3.8515  0.361
H38 0.4532 2.8639 2.1512  0.360
H39 -0.2393 2.8220 3.8866  0.397
H40 -1.7774 1.6786 2.2853  0.177
H41 -0.5312 0.5019 1.7307  0.250
H42 -1.2841 -0.9097 3.3782  0.323
H43 -0.6283 0.1675 4.6705  0.274
H44 -3.7257 1.0316 1.6218  0.342
H45 -3.0361 -0.6121 1.2278  0.193
H46 -4.8290 -0.4777 1.5483  0.013
C27 -10.9777 -1.8983 2.9857  -1.426
C28 -10.1826 -2.1190 1.7056  -0.340
N5 -9.1751 -1.0965 1.4671  0.124
C29 -8.6339 -1.1211 0.1153  -0.698
C30 -7.8462 -2.3606 -0.3145  -0.917
C31 -8.1995 -0.8964 2.5295  -0.780
C32 -7.3686 -2.1027 2.9721  -0.837
H47 -11.4124 -0.8968 3.0115  0.335
H48 -11.7959 -2.6198 3.0425  0.434
H49 -10.3617 -2.0337 3.8773  0.288
H50 -10.8981 -2.1043 0.8773  0.457
H51 -9.7475 -3.1278 1.7239  0.267
H52 -8.0071 -0.2356 -0.0378  0.344
H53 -9.4691 -0.9941 -0.5824  0.406
H54 -6.8588 -2.3939 0.1471  0.163
H55 -7.6887 -2.3372 -1.3968  0.403
H56 -8.3728 -3.2880 -0.0834  0.272
H57 -8.7266 -0.5108 3.4079  0.379
H58 -7.5205 -0.0845 2.2473  0.291
H59 -7.9772 -2.9948 3.1316  0.348
H60 -6.8709 -1.8767 3.9189  0.318
H61 -6.5831 -2.3409 2.2550  0.172

Atoms 1-6, force components in eV/Å:
C -0.3 -0.3 -2.0
C 0.0 0.4 0.9
O 0.0 0.0 -0.6
O -0.8 0.5 1.3
C -0.9 0.3 -1.2
C -0.7 0.2 0.7

Frontier orbital gap = 4.767 eV
Charge = +1
2S+1 = 1


Which formula does entry 1 have? C32H59F3N4O9P


Among the records above, which one has the highest frontier orbital gap? C32H59F3N4O9P


charge of number 1 (C32H59F3N4O9P)? +1